# 1
{"formula": "C5H11B", "method": "ωB97M-V with the def2-TZVPD basis set", "species": ["B", "C", "C", "C", "C", "C", "H", "H", "H", "H", "H", "H", "H", "H", "H", "H", "H"], "positions_angstrom": [[2.0218, -0.0135, -0.2590], [-1.5533, -0.5964, 1.5366], [-1.9299, 0.4066, 0.7440], [3.0873, 0.9395, -0.9335], [1.4556, -1.2052, 0.0561], [-2.5665, 0.2435, -0.5998], [-2.0586, -1.5613, 1.3971], [-1.4425, 1.3232, 0.9582], [2.3158, 1.7389, -1.0230], [3.6526, 0.6734, -1.8381], [3.8133, 1.2593, -0.1711], [-1.0036, -0.4255, 2.4769], [1.8222, -2.0285, -0.6061], [0.7764, -1.4736, 0.9347], [-2.1611, 1.0265, -1.3226], [-3.7070, 0.5292, -0.4909], [-2.5225, -0.8360, -0.8594]], "atomic_forces_ev_per_a": [[2.89, -0.58, -1.91], [-1.49, 0.03, 0.66], [1.54, -0.99, -0.19], [-1.76, 0.64, 1.91], [-1.72, -1.53, 1.99], [-2.39, 1.13, 0.36], [0.71, 0.03, 0.02], [-0.01, 1.20, 0.13], [1.19, 0.60, -0.92], [-0.91, -0.07, 0.18], [-0.18, -0.02, -0.23], [-0.27, -0.14, -0.64], [-0.36, 0.64, 0.59], [1.01, 0.26, -1.72], [-0.31, -1.59, 0.63], [1.98, -0.58, -0.36], [0.09, 0.97, -0.51]], "lowdin_charge": [-0.177, -0.057, -0.278, -0.061, -0.013, -0.126, 0.066, 0.073, 0.057, 0.071, 0.053, 0.064, 0.045, 0.023, 0.086, 0.101, 0.075], "lumo_energy_ev": 0.2, "e_tot_ev": -6036.0505, "max_force_ha_per_bohr": 0.06825, "molar_mass_g_mol": 82.0, "relative_energy_ev": 3.501}

***

# 2
{"formula": "C5H11BBrIO3PSZn", "method": "ωB97M-V with the def2-TZVPD basis set", "species": ["O", "P", "I", "C", "S", "C", "O", "B", "C", "C", "C", "Br", "O", "H", "H", "H", "H", "H", "H", "H", "H", "H", "H", "H", "Zn"], "positions_angstrom": [[-2.3762, 1.9678, 1.9319], [-0.9093, 1.5956, 1.3195], [0.0067, 3.7548, 0.9100], [-1.3820, 0.9500, -0.5488], [-3.0552, 1.6665, -0.9517], [-0.4095, 1.3821, -1.6422], [0.6722, 0.5629, -1.3173], [0.0518, -0.7326, -1.0760], [0.8782, -1.8216, -0.1660], [2.0643, -1.1226, 0.5105], [2.7632, -2.1097, 1.4319], [4.3936, -1.3226, 2.1450], [-1.2706, -0.3658, -0.5068], [-2.5147, 1.5437, 2.7996], [-3.7410, 1.4142, 0.1682], [-0.8644, 1.0593, -2.5957], [-0.1750, 2.4407, -1.7033], [-0.1295, -1.2693, -2.1951], [0.1884, -2.2627, 0.5585], [1.2256, -2.6286, -0.8100], [1.7304, -0.2530, 1.0811], [2.7710, -0.7682, -0.2393], [2.1641, -2.3619, 2.3032], [3.0737, -3.0114, 0.9106], [-5.1557, 1.6923, -2.3180]], "atomic_forces_ev_per_a": [[0.07, -0.31, 0.29], [-0.08, 0.05, 0.46], [-0.06, 0.09, -0.08], [-0.11, -0.22, -0.71], [-0.09, 0.38, -0.04], [-0.06, -0.01, -0.11], [-0.05, -0.20, -0.23], [0.48, 0.36, -0.06], [-0.07, -0.01, -0.10], [-0.07, -0.19, 0.04], [0.15, 0.13, 0.07], [0.03, 0.04, 0.03], [-0.21, -0.04, 0.36], [0.04, 0.15, -0.30], [0.03, -0.13, 0.07], [0.06, 0.14, -0.04], [0.16, -0.02, 0.20], [-0.20, -0.16, 0.17], [0.00, 0.05, -0.01], [0.05, -0.01, 0.07], [0.05, -0.02, 0.00], [-0.04, 0.05, 0.00], [-0.06, -0.09, -0.11], [-0.07, 0.00, 0.02], [0.04, -0.06, 0.01]], "lowdin_charge": [-0.434, 0.613, 0.654, -0.858, 0.591, -0.274, 0.014, -0.628, -0.067, -0.312, -0.611, 0.639, 0.029, 0.083, -0.111, 0.136, 0.081, 0.209, 0.114, 0.106, 0.094, 0.112, 0.062, 0.065, 0.692], "lumo_energy_ev": -8.0, "e_tot_ev": -158857.9165, "max_force_ha_per_bohr": 0.01462, "charge": 1, "molar_mass_g_mol": 465.2}

***

# 3
{"formula": "C5H11BO", "method": "ωB97M-V with the def2-TZVPD basis set", "species": ["B", "C", "C", "C", "C", "C", "O", "H", "H", "H", "H", "H", "H", "H", "H", "H", "H", "H"], "positions_angstrom": [[1.0557, -0.7430, -0.2048], [0.3672, 0.7003, -0.0012], [-2.6398, -1.3434, 0.3674], [-1.1474, 0.5672, 0.2887], [-1.8799, -0.5524, -0.4555], [3.4942, -0.2325, 0.0636], [2.3195, -1.0193, -0.1397], [0.8730, 1.2828, 0.6246], [0.5565, 1.1006, -1.0509], [-3.5578, -1.8557, -0.0653], [-2.3433, -1.4150, 1.3657], [-1.2328, 0.4035, 1.4213], [-1.5991, 1.5778, 0.3489], [-0.7954, -1.1426, -0.7931], [-2.1980, -0.0777, -1.4826], [3.3264, 0.7031, -0.4429], [4.3016, -0.8517, -0.2986], [3.5533, -0.1899, 1.1459]], "atomic_forces_ev_per_a": [[-1.72, 1.59, 0.09], [-1.90, -3.29, -4.11], [-3.57, -1.48, -1.82], [0.82, 1.30, 2.98], [3.08, 2.81, -2.91], [-1.13, -0.88, 0.67], [0.67, -1.58, -0.60], [1.96, 2.63, 2.85], [-0.38, -0.12, 0.88], [1.34, 0.47, 1.04], [0.08, -0.48, 1.38], [0.31, -0.49, -1.28], [-0.24, -0.45, -1.11], [-0.72, -0.06, 0.30], [-0.08, -1.57, 1.83], [0.58, 0.49, 0.03], [0.38, 0.36, -0.32], [0.51, 0.74, 0.10]], "lowdin_charge": [-0.206, -0.152, -0.027, -0.270, -0.369, -0.022, -0.013, 0.037, 0.132, 0.079, 0.035, 0.119, 0.109, 0.112, 0.152, 0.093, 0.091, 0.099], "lumo_energy_ev": [0.5, 0.4], "e_tot_ev": -8082.5623, "max_force_ha_per_bohr": 0.10896, "molar_mass_g_mol": 98.0, "relative_energy_ev": 4.616}

***

# 4
{"formula": "C5H11BO2", "method": "ωB97M-V with the def2-TZVPD basis set", "species": ["B", "C", "C", "C", "C", "C", "O", "O", "H", "H", "H", "H", "H", "H", "H", "H", "H", "H", "H"], "positions_angstrom": [[1.7350, -1.3037, -0.5587], [1.0606, 0.9861, -0.6315], [-0.5979, -0.7081, 0.2530], [-0.3139, 0.7439, 0.1604], [-0.9690, -1.2635, 1.5698], [-1.3665, 1.6271, -0.4641], [1.8082, -0.0597, -1.0394], [2.4963, -2.3286, -0.6184], [0.7932, 1.5544, -1.5302], [1.7152, 1.7162, -0.0385], [-1.1621, -1.1623, -0.6472], [-0.0270, 1.2189, 1.2369], [-1.7073, -2.0169, 1.3993], [-1.3359, -0.4972, 2.2641], [-0.0350, -1.5378, 2.1343], [-1.6171, 1.2244, -1.4493], [-1.2225, 2.7695, -0.6990], [-2.3756, 1.6387, -0.0190], [3.1212, -2.6013, -1.3226]], "atomic_forces_ev_per_a": [[-4.59, 2.97, 1.01], [-1.09, 3.74, 0.49], [1.70, -1.15, -2.63], [2.56, 1.72, 2.04], [1.39, 0.56, 1.39], [-1.76, 1.79, -1.54], [1.82, -1.77, -0.49], [1.87, -2.86, -0.64], [0.04, -0.09, -0.05], [-0.77, -1.09, -0.56], [0.76, 0.99, 1.47], [-0.97, -1.47, -2.06], [-0.17, -0.88, 0.66], [-0.64, 0.09, -0.37], [-1.11, -0.69, -0.53], [0.27, -0.13, -0.27], [0.65, -2.07, 0.82], [0.55, -0.33, 0.63], [-0.52, 0.69, 0.62]], "lowdin_charge": [-0.404, -0.210, -0.194, -0.398, -0.153, -0.116, 0.079, 0.241, 0.111, 0.144, 0.116, 0.172, 0.059, 0.068, 0.085, 0.070, 0.112, 0.072, 0.147], "lumo_energy_ev": 0.2, "e_tot_ev": -10133.0100, "max_force_ha_per_bohr": 0.10812, "molar_mass_g_mol": 114.0, "relative_energy_ev": 3.416}

***

# 5
{"formula": "C5H11BrO", "method": "ωB97M-V with the def2-TZVPD basis set", "species": ["C", "C", "C", "C", "C", "O", "Br", "H", "H", "H", "H", "H", "H", "H", "H", "H", "H", "H"], "positions_angstrom": [[-1.4685, -1.8896, 0.5907], [-0.4906, 1.4429, -0.6592], [-1.1527, -0.9841, -0.4286], [-0.0659, 0.0567, -0.2308], [2.9114, 1.0320, -0.1127], [3.0446, 1.4898, 1.1221], [4.1074, -0.3540, -0.4281], [-0.7327, -2.5685, 0.9846], [-2.3742, -2.4587, 0.2730], [-1.8698, -1.3844, 1.4001], [-1.2878, 1.7495, 0.0569], [0.4035, 2.0984, -0.5088], [-0.9706, 1.6020, -1.6830], [-2.1403, -0.4106, -0.4470], [-1.1911, -1.6170, -1.3841], [0.1151, 0.1904, 0.9337], [0.9194, -0.0700, -0.6663], [2.2430, 2.0752, 1.1875]], "atomic_forces_ev_per_a": [[-1.63, -3.74, 2.18], [-0.91, 1.34, 0.10], [-1.29, 1.96, -4.17], [0.26, 0.49, 1.80], [-0.48, 1.00, 0.59], [-1.15, -0.08, -0.92], [0.76, -0.53, 0.11], [0.56, -0.41, -0.16], [0.80, -0.20, 0.12], [-0.45, 1.15, 2.17], [0.47, 0.20, -0.47], [-0.91, -0.12, -0.47], [1.06, -0.56, 1.10], [1.20, -0.17, -0.72], [0.82, 1.50, 0.67], [-0.20, -0.60, -2.06], [-0.04, -0.94, -0.12], [1.11, -0.31, 0.25]], "lowdin_charge": [-0.189, -0.152, -0.331, -0.294, -0.631, -0.110, 0.682, 0.082, 0.101, 0.052, 0.075, 0.049, 0.098, 0.127, 0.139, 0.145, 0.043, 0.115], "lumo_energy_ev": 0.2, "e_tot_ev": -77449.6828, "max_force_ha_per_bohr": 0.09318, "molar_mass_g_mol": 167.0, "relative_energy_ev": 3.749}

***

# 6
{"formula": "C5H11BrSi", "method": "ωB97M-V with the def2-TZVPD basis set", "species": ["C", "C", "C", "C", "C", "Si", "Br", "H", "H", "H", "H", "H", "H", "H", "H", "H", "H", "H"], "positions_angstrom": [[1.4307, 0.0837, 1.4613], [1.9602, 0.8160, 0.2422], [0.7625, -0.0878, 0.1036], [0.7003, -1.4759, -0.5780], [-2.6854, -0.1439, -0.4429], [-1.3849, 1.2211, -0.1603], [3.6294, 0.2556, -0.4523], [2.0400, -0.8470, 1.8300], [1.0970, 0.8362, 2.1177], [1.8424, 1.9206, 0.2004], [1.7432, -1.5979, -1.0161], [0.0536, -1.5541, -1.4670], [0.5934, -2.4060, 0.0337], [-3.6159, 0.4175, -0.5490], [-2.4849, -0.5336, -1.3974], [-2.9440, -0.9995, 0.1522], [-1.3353, 2.3559, -1.1879], [-1.4023, 1.7391, 1.1099]], "atomic_forces_ev_per_a": [[1.44, -1.57, -1.18], [-0.52, -0.42, -0.12], [-3.16, 1.24, 0.02], [2.28, 0.12, -0.74], [-0.39, 1.83, 0.06], [2.69, -3.26, -1.32], [0.65, 0.02, -0.33], [-1.21, 2.11, -0.51], [-0.76, 0.01, 1.38], [0.13, -1.08, -0.06], [-1.01, -0.09, 0.30], [-0.06, 0.29, 0.58], [-0.33, 1.17, 0.03], [-0.27, -0.01, -0.13], [0.27, -0.54, -1.56], [0.60, -0.07, 0.96], [-0.14, -0.91, 0.43], [-0.23, 1.15, 2.19]], "lowdin_charge": [-0.191, -0.770, -0.429, -0.126, -0.279, 0.796, 0.686, 0.142, 0.064, 0.087, 0.038, 0.057, 0.082, 0.010, -0.014, 0.025, -0.059, -0.121], "lumo_energy_ev": 0.6, "e_tot_ev": -83280.0255, "max_force_ha_per_bohr": 0.08615, "molar_mass_g_mol": 179.1, "relative_energy_ev": 4.142}